Entry 1:
ORCA calculation (the ωB97M-V functional and the def2-TZVPD basis) on C18H22BBrN9PtS as an isolated structure.

Structure (XYZ):
```
53
Properties=species:S:1:pos:R:3:lowdin_charge:R:1
Pt -0.04360 0.04023 -0.12908 0.93
C 4.17623 0.19962 -0.18126 -0.03
C 2.97005 -0.32815 -0.62355 -0.14
N 1.95550 0.29623 -0.02576 -0.16
N 2.47648 1.22300 0.80402 -0.01
C 3.81087 1.17694 0.72473 -0.05
B 1.63088 2.13531 1.74022 -0.51
N 0.52525 2.78331 0.86370 -0.01
C 0.15505 4.06730 0.81042 -0.04
C -0.91468 4.19014 -0.05768 -0.03
C -1.14127 2.89713 -0.51332 -0.13
N -0.27136 2.06140 0.05566 -0.14
N 1.02764 1.36046 2.90477 -0.05
C 1.28522 1.54551 4.21678 -0.08
C 0.52284 0.65468 4.93447 -0.06
C -0.18639 -0.05232 3.95325 -0.16
N 0.11934 0.37469 2.73518 0.02
H 5.16878 -0.08733 -0.47652 0.10
H 2.78279 -1.11772 -1.32980 0.09
H 4.40901 1.84503 1.31980 0.13
H 2.34536 2.99893 2.15968 0.12
H 0.67639 4.80506 1.39551 0.13
H -1.44301 5.08592 -0.32828 0.10
H -1.87142 2.52967 -1.21521 0.11
H 1.98954 2.29347 4.53907 0.12
H 0.48510 0.53132 6.00181 0.09
H -0.89651 -0.85487 4.08074 0.10
Br -4.90246 0.85713 2.67672 0.82
C -4.08515 0.23343 1.10701 -0.66
C -4.83417 -0.28516 0.06505 -0.08
C -4.16705 -0.73703 -1.06244 -0.03
C -2.79044 -0.65618 -1.11138 -0.13
N -2.07859 -0.14252 -0.10012 -0.16
C -2.70700 0.29553 0.99808 -0.16
H -5.91176 -0.33631 0.13580 0.12
H -4.70980 -1.15262 -1.89892 0.12
H -2.22804 -1.00572 -1.96460 0.10
H -2.07632 0.68864 1.78618 0.09
S 0.16101 -2.26444 -0.32552 0.68
C 0.42295 -2.55629 -1.99944 -0.76
N 0.56108 -3.81550 -2.40794 0.03
C 0.82049 -4.19183 -3.79577 -0.15
C 1.57177 -3.06585 -4.48489 -0.15
C 0.80564 -1.76575 -4.30639 -0.15
N 0.50823 -1.56899 -2.88728 0.01
H 0.49350 -4.53020 -1.70157 0.14
H -0.12395 -4.39313 -4.30795 0.13
H 1.40202 -5.11138 -3.79162 0.13
H 1.68407 -3.28718 -5.54468 0.13
H 2.56951 -2.97097 -4.05232 0.13
H -0.12383 -1.78580 -4.88060 0.13
H 1.39082 -0.91280 -4.64609 0.13
H 0.40878 -0.63536 -2.50214 0.08
```

Summary:
E_tot = -117233.63148 eV
charge = +1
gap between HOMO and LUMO = 8.51 eV
highest occupied orbital energy = -11.2 eV

=====

Entry 2:
ORCA calculation (the ωB97M-V functional and the def2-TZVPD basis) on C18H22CaCl2N5O as an isolated structure.

Structure (XYZ):
```
49
Properties=species:S:1:pos:R:3:lowdin_charge:R:1
Ca -0.50850 0.87355 0.14618 1.39
Cl 1.59096 4.33926 2.88397 0.73
C 0.13595 3.48649 3.23711 -0.59
C -0.55945 3.79006 4.41150 -0.11
C -1.72059 3.13920 4.72517 -0.61
Cl -2.55369 3.53538 6.18983 0.72
C -2.23763 2.15361 3.85918 -0.17
C -3.43404 1.44702 4.09527 0.00
C -3.87594 0.51288 3.19747 -0.04
C -3.11291 0.27628 2.04965 -0.12
N -1.98602 0.90913 1.79041 -0.06
C -1.52184 1.84954 2.66591 -0.15
C -0.29144 2.51903 2.33029 -0.42
O 0.36406 2.23188 1.24066 -0.33
H -0.16701 4.55019 5.07268 0.11
H -3.98993 1.66417 4.99734 0.10
H -4.79285 -0.03556 3.35645 0.11
H -3.43870 -0.45642 1.31843 0.11
N -1.49025 0.87141 -2.98269 -0.01
C -1.97240 1.63210 -3.98277 -0.07
C -2.04906 2.91882 -3.50539 -0.04
C -1.58442 2.84017 -2.18607 -0.12
N -1.24692 1.59213 -1.87238 -0.14
H -1.30906 -0.11630 -2.99604 0.16
H -2.22351 1.21940 -4.94522 0.13
H -2.38996 3.79219 -4.03233 0.11
H -1.47425 3.63104 -1.46058 0.12
C 0.60770 -4.22905 -0.98702 -0.06
C 1.76736 -3.59760 -0.21810 -0.19
N 2.34662 -2.42728 -0.87772 -0.07
C 3.60377 -2.62587 -1.60573 -0.20
C 3.41728 -3.14454 -3.02902 -0.06
C 1.72786 -1.23765 -0.81936 -0.42
C 2.38562 -0.06460 -1.50028 0.01
N 0.60020 -1.01904 -0.19426 -0.05
H 0.23110 -5.09102 -0.43660 0.08
H 0.93234 -4.57083 -1.96812 0.07
H -0.21387 -3.52578 -1.12565 0.06
H 2.56429 -4.32809 -0.09700 0.12
H 1.44577 -3.31948 0.78834 0.12
H 4.20357 -3.33609 -1.03787 0.12
H 4.15979 -1.69272 -1.62698 0.11
H 2.97891 -4.14168 -3.03658 0.07
H 4.38883 -3.20314 -3.51976 0.08
H 2.77714 -2.48277 -3.61420 0.07
H 3.32190 0.18072 -0.99857 0.10
H 1.74216 0.80846 -1.43716 0.06
H 2.60305 -0.27521 -2.54596 0.09
H 0.24800 -1.84338 0.28355 0.04
```

Summary:
E_tot = -72002.39451 eV
charge = +1
gap between HOMO and LUMO = 7.40 eV
highest occupied orbital energy = -10.0 eV

=====

Entry 3:
ORCA calculation (the ωB97M-V functional and the def2-TZVPD basis) on C18H22Cl2IrN5Sb as an isolated structure.

Structure (XYZ):
```
49
Properties=species:S:1:pos:R:3:lowdin_spin:R:1
Ir -1.67819 -1.40897 -3.35749 2.34
N -4.14155 -4.61734 -1.74013 0.01
C -3.72477 -3.56874 -2.41331 0.03
N -2.45393 -3.24627 -2.55363 0.11
C -1.46400 -4.08860 -2.00869 0.02
N -0.21336 -3.89729 -2.27297 0.01
N -0.04449 -2.83537 -3.11520 0.12
C 0.93506 -2.79478 -3.92679 0.02
C 0.89215 -1.73008 -4.93283 0.01
C 1.92656 -1.50602 -5.82000 0.00
C 1.77256 -0.53708 -6.80377 0.01
C 0.58339 0.16807 -6.87337 0.00
C -0.41313 -0.10613 -5.95126 0.02
N -0.26693 -1.03113 -4.99883 0.10
C -1.88920 -5.20468 -1.18081 0.00
C -0.97823 -6.04027 -0.52800 0.00
C -1.43968 -7.10439 0.21584 0.00
C -2.81005 -7.35768 0.31370 0.00
C -3.72560 -6.54646 -0.32668 0.00
C -3.25270 -5.47335 -1.06832 0.00
H -5.13388 -4.80820 -1.69707 0.00
H -4.47876 -2.94284 -2.87384 0.00
H 1.71097 -3.55397 -3.92744 0.00
H 2.83491 -2.08824 -5.74397 0.00
H 2.56864 -0.34514 -7.51030 0.00
H 0.41554 0.91784 -7.63306 0.00
H -1.35721 0.42156 -5.97730 0.00
H 0.07952 -5.84035 -0.62268 0.00
H -0.73815 -7.75295 0.72134 0.00
H -3.16117 -8.19971 0.89420 0.00
H -4.78803 -6.74272 -0.25519 0.00
Cl -2.97726 0.85558 -3.37726 0.07
C -2.05617 1.56561 -2.01803 0.01
Cl -0.92642 0.34783 -1.38275 0.09
H -2.75412 1.84331 -1.23728 0.00
H -1.48666 2.40494 -2.39846 0.00
C 3.38127 7.16913 9.87019 0.10
Sb 3.26731 7.22542 7.76174 0.64
C 1.76803 8.60211 7.19196 0.10
C 5.12776 7.86622 6.98979 0.10
H 3.50312 8.19933 10.20830 0.02
H 4.23921 6.57080 10.16532 0.00
H 2.46499 6.74768 10.27468 0.00
H 2.13963 9.59573 7.44645 0.02
H 0.85754 8.38730 7.74515 0.00
H 1.59024 8.53328 6.12239 0.00
H 5.17093 8.94828 7.11944 0.02
H 5.19992 7.61437 5.93539 0.00
H 5.92440 7.38436 7.55082 0.00
```

Summary:
E_tot = -60867.37623 eV
expectation value of S² = 6.0095
charge = +3
gap between HOMO and LUMO (spin up / spin down) = 7.37 / 6.48 eV
multiplicity = 5
highest occupied orbital energy (spin up / spin down) = -15.1 / -15.4 eV

=====

Entry 4:
ORCA calculation (the ωB97M-V functional and the def2-TZVPD basis) on an isolated ion of composition C18H22ClN4O and charge +1.

Structure (XYZ):
```
46
Properties=species:S:1:pos:R:3:lowdin_charge:R:1
O 0.65815 -1.10590 -4.56378 0.07
Cl 6.41051 3.75812 1.46755 0.73
N 0.46961 0.68899 -0.46647 0.16
C -0.02847 -0.91875 -3.52990 -0.40
C -0.22593 0.04253 -1.36921 -0.26
C -1.30754 -1.52459 -3.40234 0.06
C 1.72880 0.95440 -1.03894 -0.17
C 1.70375 0.45912 -2.29488 0.04
C -2.00656 -1.38210 -2.22259 -0.21
C 5.20756 2.43047 -0.51257 -0.06
C 3.90851 2.81657 1.50539 -0.09
C 4.10304 1.75785 -1.07983 -0.02
C 2.80846 2.16060 0.92756 -0.02
C 5.09312 2.94106 0.79663 -0.70
C 2.91055 1.62892 -0.36519 -0.15
N 0.46119 -0.12121 -2.54022 0.10
N -1.52953 -0.52829 -1.18901 0.02
C -3.28331 -2.16701 -2.12547 -0.02
C -2.47296 0.13380 -0.24005 -0.07
C -1.17604 -0.17567 3.39003 0.02
C -2.72303 -1.77929 2.31737 0.01
C -0.49663 -1.51715 1.50477 0.00
C -2.01845 0.36304 1.22493 -0.10
N -1.64715 -0.80193 2.11290 -0.37
H -1.56218 -2.18922 -4.21280 0.13
H 2.53859 0.52119 -2.98008 0.13
H 6.09109 2.56231 -1.08912 0.10
H 3.85168 3.31264 2.42625 0.09
H 4.23879 1.39361 -2.07169 0.10
H 1.90403 2.00491 1.44891 0.08
H -3.23557 -2.82007 -1.27723 0.07
H -3.46373 -2.82992 -2.99691 0.11
H -4.06369 -1.42524 -1.97989 0.08
H -2.72079 1.12224 -0.66631 0.15
H -3.41450 -0.42526 -0.15651 0.11
H -0.41276 0.57941 3.12932 0.12
H -0.71456 -0.95391 4.01978 0.12
H -2.00506 0.30106 3.92478 0.12
H -2.42002 -2.61778 2.94855 0.12
H -3.51202 -1.30637 2.90675 0.12
H -3.10346 -2.15150 1.36497 0.11
H 0.31117 -0.82753 1.34801 0.09
H -0.12514 -2.31367 2.15611 0.12
H -0.78392 -1.93446 0.51823 0.12
H -2.79986 0.88508 1.76476 0.14
H -1.14574 0.99890 1.16742 0.10
```

Summary:
E_tot = -39546.67632 eV
charge = +1
gap between HOMO and LUMO = 8.06 eV
SMILES string = Cc1cc(=O)n2cc(-c3ccc(Cl)cc3)nc2n1CC[N+](C)(C)C
highest occupied orbital energy = -10.7 eV